1.
DFT (wB97M-V/def2-TZVPD) results for a 6-piece molecular cluster, C22H42N4O2 overall at a distorted geometry.

The geometry in XYZ format:
```
70
Properties=species:S:1:pos:R:3:forces:R:3:mulliken_spin:R:1
C 1.0819 0.8998 0.3246 0.2 -0.9 -1.7 0.007
C -0.0101 -0.1052 -0.2502 -0.7 -0.1 3.7 -0.016
C 0.6921 -1.1201 -1.1692 0.0 0.2 -0.2 -0.072
O -0.7585 -0.6673 0.8158 1.1 -0.8 -1.5 0.008
H 1.3888 1.4363 -0.5732 0.1 0.9 -0.1 0.004
H 2.0004 0.3423 0.5081 0.1 -0.4 0.5 -0.007
H 0.9132 1.5601 1.1753 -0.7 -0.2 -0.1 0.005
H -0.7829 0.4524 -0.7794 0.2 0.6 -1.1 -0.003
H 1.3019 -0.6686 -1.9518 -0.1 0.4 -0.4 0.057
H -0.0398 -1.7684 -1.6509 -0.1 -0.1 0.0 -0.001
H 1.4297 -1.7378 -0.6569 -0.2 -0.2 0.6 0.043
C 3.3753 3.0674 3.5466 0.5 -0.6 0.5 0.000
C 2.3714 2.0901 4.1898 -3.1 1.2 -1.1 0.000
C 2.5455 1.8906 5.6964 0.7 -0.3 -0.4 0.000
O 1.0738 2.4706 3.9366 0.6 0.6 0.4 0.000
H 3.5033 3.9637 4.1536 0.0 0.3 0.0 0.000
H 3.1122 3.3253 2.5208 -0.4 0.0 0.2 0.000
H 4.3164 2.5208 3.4850 0.7 0.2 0.0 0.000
H 2.4935 1.1729 3.6137 0.7 -1.1 0.2 0.000
H 1.7361 1.2771 6.0921 0.0 0.0 -0.2 0.000
H 2.5426 2.8588 6.1971 0.0 0.2 0.1 0.000
H 3.4936 1.3830 5.8743 0.5 -0.2 0.5 0.000
C -2.7636 6.1255 -0.9905 0.7 0.1 -0.2 -0.002
C -2.4978 4.9932 -2.0093 -0.2 1.3 -0.5 0.034
C -2.7203 3.6107 -1.4302 0.3 -0.5 -0.3 0.025
C -1.9528 3.3352 -0.1887 1.7 -1.2 3.0 -0.002
N -1.3851 3.0484 0.8150 -2.2 1.4 -3.7 -0.001
H -3.4971 5.8145 -0.2465 0.2 0.0 0.2 -0.001
H -3.0849 7.1047 -1.3456 -0.3 -0.2 -0.7 -0.005
H -1.8022 6.3794 -0.5441 -0.2 -0.3 0.7 0.000
H -1.5182 5.0820 -2.4791 0.6 -0.1 0.8 -0.004
H -3.0273 5.1452 -2.9499 -1.1 -0.3 0.2 -0.011
H -2.4634 2.9219 -2.2350 0.5 -0.4 0.3 -0.013
H -3.7675 3.3617 -1.2588 -0.2 0.4 0.3 -0.004
C 1.3252 -4.6765 2.8509 0.7 1.0 -1.0 -0.002
C 1.6378 -3.5646 1.7828 -0.4 -0.5 -0.5 0.001
C 2.3483 -2.3025 2.2415 -0.3 -0.1 0.2 -0.006
C 1.4838 -1.6533 3.2057 -3.2 2.8 3.8 0.001
N 0.7154 -1.1316 3.9559 3.3 -2.5 -2.9 0.000
H 0.2910 -4.9663 2.6651 0.1 -0.3 0.4 0.000
H 1.4609 -4.2991 3.8645 -0.2 0.0 0.0 0.000
H 2.0111 -5.5088 2.6934 -0.2 -0.2 0.1 0.000
H 0.6788 -3.2844 1.3469 0.1 0.4 0.0 0.005
H 2.2284 -3.9342 0.9445 0.0 -0.5 0.0 0.000
H 2.4990 -1.5673 1.4510 -0.1 -0.2 -0.3 0.004
H 3.3335 -2.5627 2.6286 0.0 0.2 0.4 0.000
C 0.3224 0.3563 -5.0913 0.2 -1.2 0.4 -0.152
C 1.6913 0.0346 -5.7438 -1.9 -0.1 -0.7 0.901
C 1.7559 -1.3115 -6.6064 -0.2 0.3 1.8 0.887
C 0.6314 -1.7116 -7.4180 -2.0 1.4 -2.3 2.007
N -0.2982 -1.9095 -8.1006 1.7 -0.1 1.3 -0.800
H -0.4503 0.3488 -5.8601 -0.1 -0.2 0.1 0.117
H 0.2478 1.3102 -4.5691 0.5 0.2 -0.2 -0.061
H 0.1286 -0.3844 -4.3154 -0.4 -0.2 -0.1 -0.024
H 2.4703 0.0146 -4.9816 0.2 0.0 -0.4 -0.599
H 1.7245 0.8841 -6.4260 1.2 -0.2 -0.3 -0.431
H 1.7223 -2.2013 -5.9777 0.8 0.1 1.0 0.244
H 2.7251 -1.3134 -7.1050 0.1 -0.2 -0.7 -1.136
C -4.3512 -2.2805 0.5268 0.3 -0.2 -0.6 0.000
C -3.5083 -3.6125 0.3022 -0.8 2.1 2.0 0.011
C -2.3461 -3.6580 1.3490 0.1 0.1 0.1 0.003
C -2.5077 -2.7885 2.5570 0.2 0.9 0.5 0.000
N -2.5634 -2.0945 3.4909 -0.3 -1.5 -1.4 0.000
H -5.0032 -2.1776 -0.3406 -0.3 0.1 0.0 -0.001
H -3.7902 -1.3518 0.6317 0.8 -0.3 -0.5 0.000
H -4.9428 -2.2104 1.4396 -0.2 -0.9 0.1 0.000
H -3.1597 -3.6301 -0.7304 0.2 -0.1 0.2 -0.006
H -4.2298 -4.4059 0.4975 0.2 -0.4 -0.2 0.001
H -1.4163 -3.3635 0.8624 0.0 0.5 0.1 -0.002
H -2.1658 -4.6582 1.7428 -0.2 -0.3 -0.1 -0.001
```
Forces are in eV/Å.

Values from the calculation:
⟨S²⟩: 0.751
Largest force on an atom: 0.1115 hartree/bohr
2S+1: 2
Electronic energy: -33539.5431 eV
Charge: -3
HOMO energy (spin up / spin down): 4.1 / 2.0 eV

2.
DFT (wB97M-V/def2-TZVPD) results for an isolated ion of composition C22H43BN5O9P2S and charge +1 at a distorted geometry.

The geometry in XYZ format:
```
83
Properties=species:S:1:pos:R:3:forces:R:3:mulliken_charge:R:1
C 4.6013 -0.6970 3.9946 0.2 0.1 -0.4 -1.758
C 4.0004 -0.5161 2.5966 0.4 -0.3 0.4 0.289
C 3.7706 0.9735 2.3261 0.2 0.2 0.1 -1.128
N 2.5466 1.5015 1.6597 -0.2 0.0 0.2 -0.137
C 1.9784 0.9469 0.4233 1.0 0.4 1.0 0.288
P 3.4201 0.7808 -0.7787 0.0 -1.1 -1.8 0.525
N 3.2107 0.1924 -2.2169 -0.4 0.3 0.8 -0.846
C 1.3373 -0.4188 0.7947 0.0 -0.4 -1.0 -2.618
P 1.8110 -2.0715 0.0083 -0.7 -1.7 1.5 0.879
O 3.3911 -2.2589 -0.1028 -0.1 0.5 -0.6 -0.332
O 1.2018 -2.2562 -1.4594 0.2 0.6 -0.1 -0.593
S 1.0566 -3.4078 1.1922 0.1 0.3 -0.1 -0.437
N -0.0909 -0.4092 0.8073 -0.1 1.3 0.3 -0.270
C -0.8818 0.1519 -0.2601 -0.1 -0.4 0.3 1.234
C -2.3033 0.4126 0.2483 -0.1 -0.5 0.6 -2.113
O -3.1549 -0.4649 -0.4386 0.1 0.1 -0.2 -0.182
C -4.2594 -0.8967 0.3358 -0.2 0.1 -0.2 -0.488
C -5.2876 -1.5558 -0.5675 0.1 -0.4 0.5 -0.879
O -4.7350 -2.4726 -1.4782 -0.1 0.3 -0.2 -0.454
C -4.1406 -3.6296 -0.9112 0.2 0.1 0.4 -0.623
C -2.6224 -3.6410 -1.1405 -0.2 0.0 -0.5 0.120
O -2.2156 -4.7410 -1.9250 0.1 0.0 0.3 -0.416
C -1.5295 -5.7890 -1.2497 0.1 -0.3 -0.2 -0.343
C -0.1202 -5.9351 -1.8070 -0.4 0.3 -0.1 -0.834
C -0.1323 1.3154 -0.9198 0.3 -0.6 -0.8 -0.131
C -1.0525 2.2322 -1.6959 -0.2 0.3 -0.4 0.304
C -1.5619 3.4679 -1.3065 0.2 -0.3 0.0 -0.110
C -2.3954 4.1633 -2.1742 -0.1 0.2 0.1 -0.797
N -2.7501 3.7494 -3.3861 0.3 -0.2 0.3 -0.583
C -2.2384 2.5780 -3.7558 -0.1 -0.2 -0.2 -0.621
C -1.4116 1.7930 -2.9683 0.0 0.2 0.3 -0.740
N 0.9049 1.9875 -0.0226 -1.0 -0.2 0.0 0.944
C 0.1353 2.5155 1.1799 -0.3 0.1 1.0 -0.986
C 0.4661 3.8887 1.7438 0.1 0.3 0.1 -0.845
C -0.4933 4.1029 2.8956 1.0 -0.7 0.0 0.059
O -1.4383 4.7904 2.8118 -1.8 1.1 -0.3 -0.492
O -0.2538 3.3866 4.0063 0.4 -0.1 0.5 -0.473
B 1.5817 3.0781 -0.8774 1.0 0.5 -0.4 1.036
O 1.5562 3.0030 -2.2268 -0.7 0.0 0.5 -0.656
O 2.3542 3.9876 -0.2292 0.0 -0.4 0.5 -0.662
H 5.4356 -0.0109 4.1301 0.0 0.2 0.1 0.415
H 3.8678 -0.5252 4.7746 -0.1 0.0 0.2 0.385
H 5.0243 -1.6920 4.0757 -0.1 -0.2 0.2 0.430
H 3.1520 -1.1880 2.5279 -0.2 0.1 -0.1 0.033
H 4.7491 -0.9082 1.9145 -0.1 0.0 -0.4 0.285
H 3.7925 1.4743 3.2915 -0.3 0.1 0.1 0.648
H 4.6705 1.3656 1.8440 0.1 -0.1 -0.3 0.370
H 2.7108 2.4926 1.5433 0.1 0.1 -0.2 0.242
H 4.3331 -0.0123 -0.0790 -0.1 0.3 0.5 0.172
H 4.0807 2.0267 -0.7525 -0.2 0.2 0.3 0.093
H 2.2451 -0.0053 -2.4377 0.1 0.1 -0.5 0.319
H 1.6051 -0.5722 1.8286 0.3 -0.1 0.0 1.467
H 3.6053 -2.8056 -0.8744 0.3 0.0 0.0 0.359
H 0.7465 -1.4901 -1.8240 0.0 -0.1 -0.2 0.358
H -0.5032 -1.1436 1.3604 0.0 -0.2 -0.2 0.543
H -1.0365 -0.5923 -1.0511 -0.1 0.1 -0.3 0.272
H -2.6433 1.4481 0.1758 0.0 0.1 -0.3 0.326
H -2.3171 0.1660 1.3143 0.1 0.0 0.2 0.818
H -4.7243 -0.0349 0.8191 -0.1 0.0 0.2 0.491
H -3.9390 -1.5978 1.1104 0.3 0.0 0.1 0.340
H -5.8470 -0.7994 -1.1062 0.1 0.0 -0.4 0.423
H -5.9884 -2.0737 0.0951 -0.2 0.1 0.1 0.405
H -4.3533 -3.6990 0.1574 -0.2 0.1 0.1 0.227
H -4.5840 -4.5054 -1.3750 0.0 -0.1 -0.2 0.490
H -2.4008 -2.7409 -1.7121 0.0 0.2 -0.1 0.037
H -2.0606 -3.5798 -0.2067 0.1 -0.2 0.1 0.237
H -1.5065 -5.6328 -0.1720 0.0 0.2 0.1 0.328
H -2.0894 -6.7059 -1.4286 -0.1 -0.1 0.1 0.328
H -0.1526 -6.5124 -2.7255 0.2 -0.2 -0.1 0.358
H 0.2378 -4.9431 -2.0674 0.2 0.1 0.1 0.063
H 0.5622 -6.3706 -1.0861 0.1 -0.2 0.0 0.316
H 0.4653 0.8680 -1.7121 0.3 0.0 0.1 0.077
H -1.3223 3.9065 -0.3534 -0.1 0.2 0.1 0.406
H -2.7949 5.1124 -1.8473 -0.1 0.1 0.0 0.484
H -2.4937 2.2307 -4.7461 -0.1 0.0 -0.1 0.481
H -1.0370 0.8614 -3.3648 0.0 -0.1 -0.1 0.454
H -0.9198 2.5313 0.9382 0.0 0.0 -0.5 1.137
H 0.1697 1.7857 1.9766 0.5 -0.2 -0.1 0.363
H 1.4787 4.0234 2.1113 0.2 -0.2 -0.1 0.433
H 0.2549 4.6961 1.0513 0.1 0.0 -0.2 0.402
H 0.6938 3.2236 4.0923 0.0 -0.3 0.1 0.383
H 1.4333 3.8881 -2.5966 0.3 -0.1 -0.4 0.294
H 3.1439 4.2026 -0.7398 -0.1 0.4 -0.1 0.376
```
Forces are in eV/Å.

Values from the calculation:
Largest force on an atom: 0.0466 hartree/bohr
Electronic energy: -79472.7521 eV
Charge: +1
HOMO energy: -11.1 eV

3.
DFT (wB97M-V/def2-TZVPD) results for a 3-piece molecular cluster, C22H43NO5 overall.

The geometry in XYZ format:
```
71
Properties=species:S:1:pos:R:3:forces:R:3:mulliken_charge:R:1
C 0.7775 -0.8565 0.0726 0.1 0.0 -0.2 -1.073
C 0.8185 0.4433 -0.6557 -0.4 0.1 0.0 0.485
C -0.1008 1.4104 -0.7812 0.1 -0.2 0.2 0.881
O -1.3418 1.5560 -0.2976 0.2 0.0 -0.4 -0.460
C -2.2979 0.5357 -0.6423 -0.1 -0.1 0.4 0.211
C -3.6528 1.2115 -0.6330 -0.1 0.0 0.2 -1.024
N -4.7668 0.2778 -0.8368 0.3 0.0 -0.5 -0.165
C -4.6119 -0.6865 -1.9365 -0.3 0.1 0.2 -1.124
C -4.1059 -2.0534 -1.4930 0.0 -0.1 0.1 1.289
C -3.9857 -2.9999 -2.6891 0.0 0.2 0.3 -1.558
O -5.0443 -2.5556 -0.5435 0.1 -0.1 -0.1 -0.590
C 0.4745 2.5045 -1.6183 -0.3 0.6 -0.3 0.222
O -0.0364 3.5121 -1.9965 0.3 -0.4 0.2 -0.526
O 1.7674 2.1495 -1.9481 0.2 -0.1 0.1 -0.249
C 2.0302 0.9206 -1.3673 0.4 -0.6 0.3 0.232
O 3.0942 0.3720 -1.4249 -0.6 0.5 -0.2 -0.549
H 1.1186 -0.7243 1.1009 -0.1 0.0 0.0 0.276
H -0.2284 -1.2721 0.0673 0.0 0.0 0.1 0.207
H 1.4521 -1.5704 -0.3997 0.0 0.0 0.0 0.389
H -2.2832 -0.2434 0.1251 0.1 0.0 -0.1 -0.354
H -2.0342 0.1002 -1.6071 0.0 0.0 0.0 0.563
H -3.7527 1.6456 0.3665 -0.1 0.1 -0.1 0.279
H -3.6459 2.0491 -1.3404 0.1 -0.1 -0.2 0.402
H -5.5753 0.8385 -1.0688 -0.1 0.0 0.3 0.274
H -3.9887 -0.3016 -2.7524 0.1 0.0 0.0 0.279
H -5.6050 -0.8632 -2.3605 0.0 0.0 0.0 0.536
H -3.1280 -1.9566 -1.0074 0.0 0.1 0.0 -0.180
H -4.9792 -3.3866 -2.9190 0.1 0.0 -0.1 0.331
H -3.3220 -3.8317 -2.4549 -0.1 -0.1 -0.1 0.387
H -3.5919 -2.4671 -3.5562 0.0 -0.1 -0.1 0.387
H -4.5864 -3.1335 0.0738 -0.1 0.0 0.0 0.314
C -3.9230 -1.3053 2.4762 0.0 0.1 0.1 -0.881
C -3.4462 -1.0483 3.9020 0.0 0.0 -0.1 -0.600
C -2.3868 -2.0397 4.3812 0.0 0.0 0.0 -0.661
C -2.8427 -3.4996 4.4169 0.0 0.0 0.0 -0.657
C -4.0784 -3.7647 5.2752 0.0 0.0 0.1 -0.381
C -3.8819 -3.4194 6.7483 0.0 0.0 0.0 -1.222
H -4.3985 -2.2827 2.3786 0.0 0.0 0.0 0.211
H -4.6514 -0.5608 2.1562 0.0 0.0 -0.1 0.512
H -3.0833 -1.2670 1.7764 0.0 -0.1 0.0 0.029
H -4.3043 -1.0596 4.5792 0.0 0.0 0.0 0.301
H -3.0284 -0.0399 3.9617 0.0 0.0 0.0 0.348
H -2.0422 -1.7400 5.3744 0.0 0.0 0.0 0.366
H -1.5117 -1.9665 3.7266 0.0 0.0 0.0 0.270
H -2.0150 -4.1119 4.7887 0.0 0.0 0.0 0.400
H -3.0377 -3.8474 3.3983 0.0 0.0 0.0 0.272
H -4.3394 -4.8225 5.1889 0.0 0.0 0.0 0.390
H -4.9342 -3.2101 4.8810 0.0 0.0 0.0 0.243
H -3.0515 -3.9874 7.1727 0.0 0.0 0.0 0.297
H -4.7765 -3.6533 7.3264 0.0 0.0 0.0 0.384
H -3.6695 -2.3588 6.8898 0.0 0.0 0.0 0.281
C 4.7801 4.2254 -3.4480 0.0 -0.1 0.0 -1.392
C 5.1452 2.9794 -2.6463 0.0 0.1 0.0 0.451
C 6.2768 3.2106 -1.6469 0.0 0.0 0.0 -0.825
C 7.6124 3.6247 -2.2676 0.0 0.0 0.0 -0.777
C 8.1661 2.6476 -3.3032 0.0 0.0 0.0 -0.324
C 8.4501 1.2586 -2.7390 0.0 0.0 -0.1 -1.157
H 5.6171 4.5792 -4.0526 0.0 0.0 0.0 0.356
H 3.9499 4.0218 -4.1257 0.0 0.0 0.0 0.386
H 4.4759 5.0386 -2.7854 0.0 0.0 0.0 0.316
H 5.4060 2.1669 -3.3304 0.0 0.0 0.0 0.282
H 4.2671 2.6373 -2.1025 0.0 0.0 0.0 -0.261
H 6.4154 2.3021 -1.0542 0.0 0.0 0.0 0.331
H 5.9695 3.9866 -0.9382 0.0 0.0 0.0 0.409
H 8.3470 3.7428 -1.4643 0.0 0.0 0.0 0.376
H 7.5120 4.6110 -2.7288 0.0 0.0 0.0 0.307
H 9.0911 3.0627 -3.7122 0.0 0.0 0.0 0.377
H 7.4742 2.5641 -4.1455 0.0 0.0 0.0 0.230
H 9.1651 1.3135 -1.9152 0.0 0.0 0.0 0.295
H 8.8714 0.6049 -3.5040 0.0 0.0 0.0 0.375
H 7.5428 0.7826 -2.3648 0.0 0.0 0.0 0.253
```
Forces are in eV/Å.

Values from the calculation:
Largest force on an atom: 0.0166 hartree/bohr
Electronic energy: -35238.8570 eV
Energy above the lowest of the compared OMol25 structures with the same formula, charge and spin: 0.0 kJ/mol
HOMO energy: -9.4 eV